(1)
{
  "formula": "C10H12OS",
  "method": "wB97M-V/def2-TZVPD",
  "smiles": "C#C[C@@](O)(CCC)c1cccs1",
  "e_homo_ha": -0.3344,
  "fmax_ev_per_a": 5.13,
  "homo_lumo_gap_ev": 9.82,
  "de_lowest_kcal_mol": 87.3,
  "molar_mass_g_mol": 180.27,
  "symbols": ["C", "C", "C", "C", "C", "C", "C", "C", "C", "C", "O", "S", "H", "H", "H", "H", "H", "H", "H", "H", "H", "H", "H", "H"],
  "xyz": [[-0.9510, 0.6910, 2.8657], [-0.2196, 0.0981, 2.1155], [1.2196, 3.0106, -1.0815], [0.7430, 2.2480, 0.0298], [1.7474, 2.2085, -2.0385], [0.9177, 0.9133, -0.0863], [-2.0014, -2.2409, -0.9956], [-1.4269, -1.2886, 0.0014], [0.0620, -1.6286, 0.3089], [0.7191, -0.4256, 1.0879], [1.9988, -0.6716, 1.4479], [1.7055, 0.5786, -1.5631], [-1.4275, 0.8406, 3.8010], [1.1344, 4.0851, -1.1375], [0.3986, 2.6673, 0.9478], [2.0617, 2.7158, -2.9117], [-1.7650, -2.0200, -2.1745], [-3.0876, -2.0324, -1.1207], [-1.6775, -3.2970, -0.8465], [-1.9024, -1.2135, 1.0411], [-1.4655, -0.3604, -0.5684], [0.5415, -1.8605, -0.6329], [0.1724, -2.4737, 0.8984], [2.5028, -0.5442, 0.6119]],
  "lowdin_charge": [0.144, -0.059, -0.179, -0.155, -0.427, -0.416, -0.150, -0.275, -0.143, -0.459, 0.011, 1.023, 0.035, 0.103, 0.097, 0.062, 0.124, 0.069, 0.076, 0.126, 0.105, 0.096, 0.096, 0.096]
}

(2)
{
  "formula": "C16H30NO9S3",
  "method": "wB97M-V/def2-TZVPD",
  "e_homo_ha": -0.1346,
  "fmax_ev_per_a": 0.99,
  "homo_lumo_gap_ev": 5.53,
  "charge": -1,
  "molar_mass_g_mol": 476.62,
  "symbols": ["N", "C", "C", "C", "O", "C", "O", "O", "H", "H", "H", "H", "H", "H", "C", "C", "C", "S", "O", "O", "C", "H", "H", "H", "H", "H", "H", "H", "H", "C", "C", "C", "S", "O", "O", "C", "H", "H", "H", "H", "H", "H", "H", "H", "C", "C", "C", "S", "O", "O", "C", "H", "H", "H", "H", "H", "H", "H", "H"],
  "xyz": [[-1.0326, 1.5919, -1.9397], [-2.1197, 1.8787, -1.0123], [-3.2811, 0.8547, -1.1101], [-4.4774, 1.3553, -1.8683], [-4.6309, 1.1747, -3.0566], [-2.6831, 3.3226, -1.2172], [-3.1146, 3.8745, -0.1838], [-2.6823, 3.7740, -2.3874], [-0.8505, 2.4125, -2.5029], [-1.2205, 0.7977, -2.5323], [-1.7491, 1.8266, 0.0173], [-2.9825, -0.1157, -1.5100], [-3.6333, 0.6844, -0.0871], [-5.2716, 1.8656, -1.2974], [2.1614, 3.2663, 3.2522], [2.0263, 1.9179, 3.9761], [0.6448, 1.3532, 3.6136], [0.2277, 2.0186, 1.9879], [-0.9096, 2.8802, 2.1429], [0.2593, 0.9504, 1.0300], [1.6943, 3.0305, 1.8180], [3.1855, 3.6391, 3.2866], [1.5144, 4.0071, 3.7290], [2.8122, 1.2403, 3.6438], [2.1328, 2.0300, 5.0562], [0.6440, 0.2672, 3.5608], [-0.1253, 1.6915, 4.3048], [1.4334, 3.9419, 1.2846], [2.4221, 2.4561, 1.2526], [7.2520, -0.4901, 1.1448], [6.3653, -1.7418, 1.0853], [5.0796, -1.4317, 1.8626], [4.8373, 0.3458, 1.7388], [4.9759, 0.9192, 3.0553], [3.6975, 0.6182, 0.9115], [6.3355, 0.6850, 0.8186], [8.0857, -0.5501, 0.4463], [7.6624, -0.3739, 2.1504], [6.1214, -1.9649, 0.0450], [6.8698, -2.6146, 1.4976], [4.2099, -1.9295, 1.4414], [5.1746, -1.6777, 2.9185], [6.7339, 1.6496, 1.1240], [6.0718, 0.7032, -0.2383], [-4.8099, -3.2679, -4.1569], [-5.3977, -4.4429, -3.3612], [-4.5665, -4.5890, -2.0796], [-3.9288, -2.9436, -1.7143], [-2.4941, -2.9853, -1.8391], [-4.5686, -2.4368, -0.5288], [-4.6089, -2.1339, -3.1562], [-5.4640, -2.9629, -4.9725], [-3.8483, -3.5590, -4.5859], [-6.4361, -4.2237, -3.1041], [-5.3917, -5.3672, -3.9389], [-5.1603, -4.9291, -1.2349], [-3.7127, -5.2486, -2.2213], [-3.9232, -1.3609, -3.4961], [-5.5563, -1.6837, -2.8638]],
  "lowdin_charge": [0.048, -0.315, -0.104, -0.261, 0.016, -0.726, -0.062, -0.074, 0.055, 0.051, 0.076, 0.086, 0.118, 0.127, -0.216, -0.220, -0.216, 0.654, -0.298, -0.312, -0.222, 0.108, 0.114, 0.069, 0.109, 0.096, 0.097, 0.111, 0.070, -0.224, -0.215, -0.213, 0.669, -0.322, -0.297, -0.227, 0.112, 0.117, 0.117, 0.111, 0.107, 0.104, 0.107, 0.110, -0.220, -0.223, -0.227, 0.648, -0.318, -0.321, -0.233, 0.113, 0.117, 0.113, 0.107, 0.096, 0.098, 0.101, 0.111]
}